(1)
18
Properties=species:S:1:pos:R:3:forces:R:3:mulliken_charge:R:1 method="wB97M-V/def2-TZVPD" de_lowest_kj_mol=196.7 e_tot_ha=-342.97746 multiplicity=2 e_homo_ha="-0.7540 / -0.7558" lumo_ev="-9.7389 / -13.4577" charge=+2 homo_lumo_gap_ev="10.779 / 7.109"
O 1.59966 -0.59740 2.07194 1.2406 0.2771 -2.3700 -0.118
C 1.93711 -0.69594 0.90929 0.8315 -1.1304 4.3256 -0.116
C 0.89723 -0.44204 -0.19016 0.1412 0.0529 0.0759 0.468
C 0.42544 0.96766 0.04734 -0.6971 0.9400 -0.7799 -1.126
C -0.79586 1.27721 -0.89496 -0.2237 -0.4420 3.6736 -0.668
N -1.93799 0.33739 -0.36448 0.6831 2.2214 1.3867 -0.295
N -0.02815 -1.52832 0.10024 2.0191 -1.7924 -0.7397 -0.705
H 2.91609 -1.21995 0.71081 -0.2523 0.4540 -0.2831 0.445
H 1.44432 -0.49647 -1.10422 -0.0924 -0.6410 -1.0030 0.465
H 1.19427 1.74754 -0.05523 0.1761 -0.5048 -0.8568 0.479
H 0.29861 1.09008 1.10189 -1.3081 0.1022 0.8293 0.539
H -0.64280 0.80635 -1.82537 0.4734 0.7932 -1.6809 0.465
H -1.07774 2.35625 -0.71449 0.0929 -1.2742 -1.1443 0.379
H -2.34487 0.80536 0.49953 0.3330 -1.1299 -1.1368 0.386
H -1.44768 -0.57897 -0.16395 -1.1749 0.4569 -0.2684 0.325
H -2.65197 0.28314 -1.07586 -0.5512 -0.3669 -0.1876 0.362
H -0.15697 -1.60920 1.10019 -0.5911 0.0967 0.3362 0.366
H 0.37130 -2.50269 -0.15249 -1.1000 1.8873 -0.1768 0.351

(2)
18
Properties=species:S:1:pos:R:3:forces:R:3:mulliken_charge:R:1 method="wB97M-V/def2-TZVPD" de_lowest_kj_mol=256.9 e_tot_ha=-342.95453 multiplicity=2 e_homo_ha="-0.7300 / -0.7230" lumo_ev="-8.0482 / -13.0068" charge=+2 homo_lumo_gap_ev="11.816 / 6.666"
N -1.16234 -1.13205 0.33218 1.2349 -0.2713 0.1769 -0.242
C -1.96597 0.06292 -0.43339 2.5418 -3.1605 -1.9103 -0.408
C -0.85330 1.07009 -0.51018 0.6783 3.3694 3.2747 -0.465
N 0.49972 0.48922 -0.74922 1.0404 0.5842 -0.8732 -0.153
C 1.70065 0.62046 0.13439 -2.0358 1.7831 -0.9985 -0.491
C 2.17364 -0.76591 0.78767 0.1959 0.4262 0.2114 0.189
O 1.48207 -1.71315 0.74079 -0.5685 -0.8429 -0.1485 -0.342
H -0.87797 -2.11522 -0.04784 -1.1276 2.0633 0.1526 0.420
H -0.24256 -0.61175 0.41935 -1.1785 -1.9963 0.3676 0.127
H -1.42718 -1.30165 1.33072 -0.4581 0.1860 -0.9295 0.426
H -2.80025 0.19311 0.14724 -1.8256 1.2110 1.4951 0.367
H -2.30595 -0.19086 -1.45859 0.3195 -0.6419 0.7151 0.330
H -1.01878 1.84583 -1.26349 -0.0411 -0.1810 -0.2229 0.451
H -0.81357 1.71009 0.53014 0.1608 -1.6597 -2.4131 0.303
H 0.64347 0.16013 -1.74503 0.0857 0.2217 1.3085 0.331
H 1.36529 1.35739 0.93026 0.7477 -0.9907 -0.5463 0.286
H 2.49177 1.09715 -0.49675 -0.1730 -0.6589 0.4877 0.434
H 3.11127 -0.77581 1.35173 0.4031 0.5584 -0.1472 0.437

(3)
19
Properties=species:S:1:pos:R:3:forces:R:3:mulliken_charge:R:1 method="wB97M-V/def2-TZVPD" de_lowest_kj_mol=68.4 e_tot_ha=-418.77377 e_homo_ha=-0.5233 lumo_ev=-3.3887 charge=+1 homo_lumo_gap_ev=10.850
N -2.24668 -0.35710 0.05821 -0.2278 -0.0649 0.4228 -0.331
C -1.43644 0.61115 -0.37164 0.5949 -0.3332 0.1786 0.492
O -1.72328 1.78364 -0.48389 -0.2839 0.3872 0.0794 -0.619
C 0.00841 0.19582 -0.74578 -0.9788 -0.2824 -1.0996 -0.229
N 0.37779 1.25231 -1.74171 0.5796 0.7141 0.0597 -0.272
C 0.95877 0.14182 0.40866 1.0439 -0.3811 0.2185 -0.581
C 0.91336 -1.21196 1.13807 -0.2634 0.3591 -0.1276 -0.664
O 1.70080 -1.11175 2.29528 -0.1726 -0.1224 0.0990 -0.504
H -1.98967 -1.32859 0.11091 0.1904 0.0999 -0.0648 0.245
H -3.08007 -0.09027 0.55816 -0.2163 0.0716 -0.2025 0.273
H -0.05117 -0.74268 -1.30350 0.3037 -0.0776 0.1421 0.384
H 0.11175 1.01108 -2.69230 0.0687 -0.1252 -0.1634 0.353
H 1.37084 1.51090 -1.71883 -0.2042 -0.2459 -0.0483 0.354
H -0.18786 2.09216 -1.48643 -0.1147 -0.1514 0.1813 0.379
H 0.83973 0.99302 1.06881 -0.2961 0.0330 0.3356 0.363
H 2.00253 0.19168 0.05887 -0.2578 0.1995 -0.1739 0.372
H 1.32415 -1.94977 0.44059 0.0114 -0.1645 0.1319 0.278
H -0.11538 -1.50809 1.36025 0.0187 0.0425 0.1409 0.358
H 1.22243 -1.48338 3.04627 0.2043 0.0415 -0.1096 0.350